48
Properties=species:S:1:pos:R:3 method="wB97M-V/def2-TZVPD" homo_ev=-4.3 relative_energy_kj_mol=487.34 fmax_ev_per_a=7.38 charge=-1 e_tot_ha=-1887.37589 gap_ev=6.425
Pb 0.175 0.201 -0.063
O 2.372 2.765 -2.224
C 1.229 2.536 -2.635
O 0.457 1.812 -2.027
O 0.808 3.121 -3.616
H 2.423 3.481 -2.861
O -0.304 -0.407 4.039
C -1.150 0.379 3.429
O -1.693 1.281 4.131
O -1.322 0.183 2.172
H -0.623 0.007 4.845
O 2.754 -1.402 3.254
C 2.993 -0.575 2.273
O 2.015 -0.203 1.619
O 4.092 -0.319 1.840
H 1.803 -1.320 3.150
C 1.140 -1.599 -2.817
O 1.474 -1.250 -1.686
N 1.395 -2.800 -3.259
N 1.029 -0.762 -3.756
H 1.286 -2.991 -4.244
H 1.637 -3.549 -2.626
H 1.079 0.217 -3.511
H 0.884 -0.968 -4.734
C -0.636 -3.013 1.164
O -0.271 -2.179 0.399
N 0.275 -3.636 1.865
N -1.848 -3.331 1.345
H 1.257 -3.398 1.856
H -0.033 -4.264 2.594
H -2.047 -3.843 2.193
H -2.712 -2.957 0.978
C 0.313 3.375 1.852
O 0.284 2.488 1.057
N 1.187 3.538 2.873
N -0.514 4.360 1.862
H 1.053 4.135 3.676
H 1.779 2.729 2.992
H -1.157 4.208 1.099
H -0.963 4.709 2.697
C -2.742 0.036 -2.118
O -2.223 0.058 -0.991
N -2.385 0.881 -3.036
N -3.299 -1.051 -2.571
H -2.679 0.745 -3.993
H -1.724 1.609 -2.806
H -3.291 -1.137 -3.577
H -3.576 -1.902 -2.103